No. 1
Entry from the OMol25 dataset: a 2-piece molecular cluster, C5H10O2 overall in a non-equilibrium geometry (ωB97M-V/def2-TZVPD).

The geometry in ORCA input format:
```
! RIJCOSX wB97M-V def2-TZVPD def2/J DEFGRID3
* xyz 0 1
C -1.81 -1.74 1.28
C -1.12 -0.68 0.85
C -1.10 -0.27 -0.60
C -0.04 0.76 -1.02
C 1.31 0.09 -1.26
O 1.38 -0.89 -1.96
H -2.17 -1.69 2.31
H -2.23 -2.41 0.54
H -0.46 -0.12 1.50
H -2.07 0.08 -0.94
H -0.91 -1.14 -1.22
H 0.02 1.57 -0.30
H -0.29 1.06 -2.03
H 2.25 0.58 -0.93
O 1.32 2.02 2.14
H 0.77 1.37 2.58
H 1.10 2.05 1.20
*
```

Summary:
DFT total energy: -346.92589 a.u.
gap between HOMO and LUMO: 0.380 Eh
E_LUMO: 0.6 eV
F_max: 0.0278 hartree/bohr
energy above the lowest of the compared OMol25 structures with the same formula, charge and spin: 2.709 eV
SMILES string: C=CCCC=O.O



No. 2
Entry from the OMol25 dataset: a 2-piece molecular cluster, C5H10O2S overall in a non-equilibrium geometry (ωB97M-V/def2-TZVPD).

The geometry in ORCA input format:
```
! RIJCOSX wB97M-V def2-TZVPD def2/J DEFGRID3
* xyz 0 1
C -0.49 -1.79 1.22
C -0.53 -0.67 0.57
C -1.44 1.51 0.82
C 2.10 -0.85 -1.22
C -1.38 0.31 -0.09
O 1.59 1.83 -0.64
O -0.90 0.61 -1.34
S 1.95 0.57 -0.03
H 0.59 -2.14 1.53
H -1.28 -2.45 1.71
H -0.48 1.92 0.75
H -1.59 1.25 1.83
H -2.14 2.14 0.45
H 2.98 -0.55 -1.67
H 1.25 -1.08 -1.90
H 2.31 -1.64 -0.60
H -2.43 -0.18 -0.16
H -0.12 1.20 -1.23
*
```

Summary:
DFT total energy: -745.00248 a.u.
gap between HOMO and LUMO (spin up / spin down): 0.279 / 0.312 Eh
E_LUMO (spin up / spin down): -0.7 / -0.2 eV
F_max: 0.0755 hartree/bohr
energy above the lowest of the compared OMol25 structures with the same formula, charge and spin: 5.142 eV



No. 3
Entry from the OMol25 dataset: C5H10O2S as an isolated structure in a non-equilibrium geometry (ωB97M-V/def2-TZVPD).

The geometry in ORCA input format:
```
! RIJCOSX wB97M-V def2-TZVPD def2/J DEFGRID3
* xyz 0 1
C 2.21 0.25 -0.05
C -0.24 -0.46 -0.05
C 0.02 -1.44 1.11
C -1.32 1.80 -0.23
C -1.23 -0.95 -1.03
H 1.46 0.85 0.65
H 3.19 0.91 -0.24
H 2.86 -0.53 0.40
H 0.28 -0.82 2.30
H 0.91 -2.29 0.78
H -1.09 -2.11 1.20
H -2.40 1.76 -0.41
H -0.80 2.21 -1.11
H -1.28 2.64 0.52
H -0.77 -1.39 -2.15
O -0.50 0.70 0.47
O -2.50 -0.88 -0.81
S 1.20 -0.26 -1.34
*
```

Summary:
DFT total energy: -744.98025 a.u.
gap between HOMO and LUMO: 0.332 Eh
E_LUMO: 0.2 eV
F_max: 0.1290 hartree/bohr
energy above the lowest of the compared OMol25 structures with the same formula, charge and spin: 5.747 eV



No. 4
Entry from the OMol25 dataset: one molecule with the formula C5H10O3 in a non-equilibrium geometry (ωB97M-V/def2-TZVPD).

The geometry in ORCA input format:
```
! RIJCOSX wB97M-V def2-TZVPD def2/J DEFGRID3
* xyz 0 1
C -1.53 1.70 0.15
O -0.77 0.86 -0.74
C -0.29 -0.27 -0.18
C 1.03 -0.58 -0.05
C 2.26 0.30 0.07
O 3.39 -0.45 -0.23
C -1.33 -1.29 0.34
O -2.51 -1.28 -0.43
H -0.70 2.12 0.91
H -1.94 2.64 -0.38
H -2.14 1.01 0.73
H 1.23 -1.73 -0.03
H 2.39 0.68 1.08
H 2.03 1.14 -0.58
H 3.37 -0.67 -1.21
H -1.46 -1.02 1.41
H -0.83 -2.41 0.33
H -2.19 -0.75 -1.19
*
```

Summary:
DFT total energy: -422.12179 a.u.
gap between HOMO and LUMO: 0.354 Eh
E_LUMO: 0.7 eV
F_max: 0.0693 hartree/bohr
energy above the lowest of the compared OMol25 structures with the same formula, charge and spin: 3.668 eV
SMILES string: CO/C(=C\CO)CO